# 1
{"formula": "C4Cl2O4SmYb", "method": "ωB97M-V with the def2-TZVPD basis set", "symbols": ["Sm", "Yb", "Cl", "Cl", "C", "C", "C", "O", "O", "O", "O", "C"], "coordinates": [[-1.38710, -0.32191, -1.85910], [0.36255, -0.09989, 1.68612], [-0.87670, -1.87130, 0.15832], [-0.56725, 1.47230, -0.06561], [1.57776, 1.97853, 2.61378], [0.08376, -1.97725, -2.78261], [0.19511, 0.95902, -3.27902], [2.06123, 3.00585, 2.76894], [0.76298, -2.84829, -3.13379], [0.93193, 1.60498, -3.90855], [-1.98811, -1.17607, 4.22648], [-1.15615, -0.72598, 3.57504]], "mulliken_spin": [5.035, 1.003, -0.017, -0.013, -0.001, -0.003, -0.005, 0.000, 0.001, 0.001, 0.000, 0.001], "mol_weight_g_mol": 506.35, "spin_multiplicity": 7, "gap_ev": [8.8, 8.7], "total_charge": 4, "homo_ev": [-27.742, -27.795]}

---

# 2
{"formula": "C4ClN3O21Zr2", "method": "ωB97M-V with the def2-TZVPD basis set", "symbols": ["Zr", "Zr", "C", "O", "O", "O", "C", "O", "O", "O", "C", "O", "O", "O", "C", "O", "O", "O", "Cl", "N", "O", "O", "O", "N", "O", "O", "O", "N", "O", "O", "O"], "coordinates": [[2.02867, 2.92451, 0.20126], [2.55305, -3.06920, -1.75178], [-0.99042, 3.31849, 1.62674], [0.21602, 3.51207, 1.18533], [-1.52162, 4.05068, 2.55482], [-1.65912, 2.31957, 1.31181], [-2.97451, -2.57900, -0.19308], [-3.23541, -1.40792, 0.21671], [-1.88832, -3.10239, 0.03690], [-3.96704, -3.22921, -0.62412], [-0.49319, -4.12766, -2.88790], [-1.00248, -3.92026, -4.00871], [0.62906, -3.57610, -2.45867], [-0.85507, -5.02562, -2.04383], [3.28217, 2.64285, 2.84076], [2.68913, 3.82834, 2.48725], [4.08483, 3.41936, 2.25814], [2.72032, 1.86449, 1.90487], [0.65251, 2.67465, -2.34996], [2.52363, -1.66886, 2.87898], [1.89089, -0.83947, 2.25073], [3.76148, -1.91531, 2.59246], [1.98103, -2.27485, 3.83357], [-3.39138, 1.74616, -2.35318], [-4.05598, 0.92669, -3.09026], [-2.87032, 1.23198, -1.30036], [-2.62864, 2.48427, -3.04966], [0.58452, -0.09325, -0.55133], [1.26269, -1.04574, -0.99047], [1.27305, 0.88864, -0.07630], [-0.59956, 0.04209, -0.45073]], "mulliken_charge": [1.455, 0.803, 0.532, -0.516, -0.797, -0.534, 0.866, -0.292, -0.379, -0.486, 0.627, -0.678, -0.332, -0.698, -1.089, -0.150, 0.036, 0.215, -0.606, 0.816, -0.438, -0.727, -0.668, 0.737, -0.635, -0.370, -0.605, 0.469, -0.227, -0.139, -0.188], "mol_weight_g_mol": 643.95, "spin_multiplicity": 1, "gap_ev": 2.6, "total_charge": -4, "homo_ev": 3.117}

---

# 3
{"formula": "C4H10", "method": "ωB97M-V with the def2-TZVPD basis set", "symbols": ["C", "C", "H", "H", "H", "H", "C", "C", "H", "H", "H", "H", "H", "H"], "coordinates": [[-3.17637, -0.16114, 1.31983], [-2.05684, 0.47687, 1.01057], [-3.18751, -0.83042, 2.17418], [-4.13481, 0.01409, 0.84915], [-1.32182, 0.62886, 1.78805], [-2.01988, 1.06355, 0.10581], [2.41913, 0.46304, -0.98547], [1.59298, -0.81776, -0.86323], [2.29486, 0.99324, -0.03676], [2.14767, 1.10289, -1.81663], [3.49673, 0.29692, -1.00495], [0.52042, -0.57799, -0.85290], [1.66371, -1.38246, -1.79488], [1.76174, -1.26967, 0.10724]], "nbo_charge": [-0.375, -0.397, 0.186, 0.194, 0.200, 0.191, -0.605, -0.614, 0.197, 0.203, 0.200, 0.202, 0.207, 0.210], "mol_weight_g_mol": 58.12, "spin_multiplicity": 1, "gap_ev": 11.2, "homo_ev": -9.985, "smiles": "C=C.CC"}

---

# 4
{"formula": "C4H10Ag3FO2", "method": "ωB97M-V with the def2-TZVPD basis set", "symbols": ["Ag", "Ag", "Ag", "F", "C", "O", "C", "C", "O", "C", "H", "H", "H", "H", "H", "H", "H", "H", "H", "H"], "coordinates": [[3.41013, 0.73940, -1.22219], [2.11100, -2.50440, -1.69270], [5.18319, -1.74194, 0.41613], [2.85672, -1.19690, 0.04094], [-2.13520, -0.58812, -1.71517], [-1.78965, -0.58766, -0.33798], [-0.42996, -0.46383, -0.16023], [-0.05855, -0.18769, 1.31718], [-0.85475, 0.76118, 1.96087], [-0.65064, 2.05679, 1.49180], [-1.76084, -1.51613, -2.16992], [-1.69394, 0.26440, -2.23861], [-3.21441, -0.58636, -1.82291], [-0.05632, 0.39944, -0.72978], [0.14423, -1.37316, -0.42217], [0.99703, 0.12652, 1.28011], [-0.11255, -1.08314, 1.93468], [-1.45101, 2.70457, 1.86868], [-0.79693, 2.26201, 0.41685], [0.30246, 2.51501, 1.78441]], "nbo_charge": [0.969, 0.951, 0.987, -0.952, -0.250, -0.502, -0.058, -0.061, -0.483, -0.281, 0.156, 0.168, 0.232, 0.142, 0.088, 0.132, 0.207, 0.229, 0.160, 0.165], "mol_weight_g_mol": 432.72, "spin_multiplicity": 1, "gap_ev": 4.5, "total_charge": 2, "homo_ev": -15.029}

---

# 5
{"formula": "C4H10AgClO2", "method": "ωB97M-V with the def2-TZVPD basis set", "symbols": ["Ag", "Cl", "C", "O", "C", "C", "O", "C", "H", "H", "H", "H", "H", "H", "H", "H", "H", "H"], "coordinates": [[-9.81786, 0.82259, -1.24021], [-6.52995, -0.63932, -0.78859], [1.86445, 1.61816, 1.13552], [2.69766, 0.50632, 0.86450], [2.57485, -0.24465, -0.34809], [1.29541, -1.01324, -0.45957], [0.14808, -0.18413, -0.51140], [-1.12402, -0.61751, 0.01836], [1.91276, 2.27579, 0.26759], [2.23835, 2.17077, 1.99744], [0.78462, 1.48025, 1.19085], [3.40275, -0.94154, -0.47859], [2.69205, 0.36657, -1.24296], [1.18074, -1.54248, 0.48639], [1.24111, -1.79617, -1.21598], [-1.12554, -1.09584, 0.99780], [-1.55273, -1.33062, -0.68574], [-1.88275, 0.16504, 0.01267]], "nbo_charge": [0.814, -0.812, -0.247, -0.544, -0.080, -0.087, -0.569, -0.257, 0.160, 0.186, 0.183, 0.197, 0.167, 0.166, 0.174, 0.172, 0.173, 0.203], "mol_weight_g_mol": 233.44, "spin_multiplicity": 1, "gap_ev": 5.2, "homo_ev": -8.500}

---

# 6
{"formula": "C4H10BN", "method": "ωB97M-V with the def2-TZVPD basis set", "symbols": ["B", "C", "C", "C", "C", "N", "H", "H", "H", "H", "H", "H", "H", "H", "H", "H"], "coordinates": [[-0.38979, 0.45096, -0.69715], [-1.33199, 1.13693, -1.86343], [-0.12581, 0.30410, -2.22904], [-0.44743, 0.53119, 1.94426], [1.65525, -1.51901, 0.81937], [-0.28584, 0.13860, 0.59076], [-2.34179, 0.77932, -2.24001], [-0.96607, 2.13340, -1.99210], [0.63436, 0.88845, -2.81000], [-0.41872, -0.75477, -2.46432], [-0.52060, -0.42108, 2.61332], [0.29326, 1.21342, 2.23911], [-1.36006, 1.09754, 2.15575], [2.03356, -1.67353, -0.08545], [2.31865, -0.95155, 1.54516], [1.28904, -2.41189, 1.10629]], "nbo_charge": [0.718, -0.614, -0.683, -0.416, -0.420, -0.585, 0.233, 0.219, 0.239, 0.234, 0.197, 0.197, 0.211, 0.149, 0.170, 0.151], "mol_weight_g_mol": 82.94, "spin_multiplicity": 1, "gap_ev": [8.3, 7.6], "homo_ev": [-7.883, -8.135]}

---

# 7
{"formula": "C4H10Br4Si2", "method": "ωB97M-V with the def2-TZVPD basis set", "symbols": ["Br", "Si", "Si", "Br", "Br", "Br", "H", "H", "C", "C", "C", "C", "H", "H", "H", "H", "H", "H", "H", "H"], "coordinates": [[-4.61263, -2.98459, -0.49587], [-2.83384, -2.30881, 0.65360], [-3.10642, -0.00561, 0.54172], [-5.22380, 0.70398, 0.41283], [-2.02495, 0.78061, -1.32298], [-2.07747, 1.13434, 2.15109], [-1.80572, -3.01190, -0.03643], [-2.74326, -2.79267, 2.05523], [2.39984, 2.21868, -0.89798], [2.13262, 1.42011, 0.32087], [1.92819, 0.12180, 0.53383], [1.71213, -0.88829, -0.56768], [2.61692, 1.59798, -1.84680], [3.22681, 2.98807, -0.63383], [1.49654, 2.84842, -1.10641], [2.26748, 1.99855, 1.29250], [1.59894, -0.31176, 1.47828], [0.65179, -1.39585, -0.50701], [1.84449, -0.32876, -1.52392], [2.55236, -1.78431, -0.50106]], "nbo_charge": [-0.283, 0.580, 0.723, -0.231, -0.288, -0.253, -0.124, -0.122, -0.663, -0.186, -0.207, -0.646, 0.217, 0.227, 0.228, 0.197, 0.198, 0.212, 0.209, 0.212], "mol_weight_g_mol": 433.91, "spin_multiplicity": 1, "gap_ev": 8.8, "homo_ev": -9.129, "smiles": "Br[SiH2][Si](Br)(Br)Br.C/C=C\\C"}

---

# 8
{"formula": "C4H10BrHfO2", "method": "ωB97M-V with the def2-TZVPD basis set", "symbols": ["Hf", "Br", "C", "O", "C", "C", "O", "C", "H", "H", "H", "H", "H", "H", "H", "H", "H", "H"], "coordinates": [[-13.54625, -9.91905, 6.84543], [-11.57519, -12.02650, 7.23058], [-7.84746, -13.12230, 2.10606], [-7.59448, -12.14723, 3.08948], [-8.72564, -11.90545, 3.88441], [-8.53649, -10.86987, 5.04103], [-8.31904, -9.54818, 4.55172], [-6.95659, -9.30301, 4.21443], [-8.19648, -14.05989, 2.53872], [-6.87598, -13.32795, 1.65656], [-8.60809, -12.71026, 1.44292], [-9.04579, -12.79021, 4.43467], [-9.50689, -11.45647, 3.27109], [-7.75296, -11.05995, 5.77453], [-9.39751, -10.94075, 5.70565], [-6.31859, -9.10993, 5.07685], [-6.95671, -8.51334, 3.46307], [-6.43602, -10.13657, 3.74298]], "nbo_charge": [1.731, -0.385, -0.285, -0.210, -0.089, -0.122, -0.148, -0.302, 0.274, 0.275, 0.259, 0.334, 0.244, 0.257, 0.261, 0.332, 0.275, 0.297], "mol_weight_g_mol": 348.52, "spin_multiplicity": 1, "gap_ev": 2.3, "total_charge": 3, "homo_ev": -19.889}

---

no.,electronic energy (eV)
1,-86768.396
2,-66665.962
3,-4308.690
4,-23098.512
5,-24922.332
6,-6471.371
7,-300238.606
8,-79711.008